1.
Here is a cluster of 9 separate species, C18H42N13O6 in total in a non-equilibrium geometry from OMol25. Energies are from ωB97M-V with the def2-TZVPD basis set.

```
! wB97M-V def2-TZVPD RIJCOSX def2/J DEFGRID3
* xyz -1 1
C -0.496 0.184 -0.223
O -1.631 -0.102 -1.024
H -0.171 -0.747 0.241
H 0.349 0.462 -0.853
H -0.493 0.870 0.625
C -0.258 4.047 -1.711
O -1.239 3.324 -1.942
N 1.001 3.653 -1.968
N -0.245 5.049 -0.892
H 1.084 2.724 -2.356
H 1.808 4.213 -1.735
H -1.135 5.295 -0.484
H 0.617 5.552 -0.736
C -0.224 -3.816 -1.218
O -0.074 -4.909 -1.766
N -0.521 -3.587 0.024
N -0.186 -2.722 -1.950
H -0.944 -4.358 0.521
H -0.597 -2.639 0.363
H -0.443 -1.817 -1.583
H 0.314 -2.823 -2.821
C 0.071 0.621 -4.742
O -0.989 1.052 -4.310
N 1.083 0.360 -4.023
N 0.249 0.295 -5.980
H 1.796 -0.181 -4.493
H 0.966 0.449 -3.024
H 1.177 0.058 -6.301
H -0.585 0.423 -6.535
C -4.881 -1.722 -0.864
O -5.006 -0.560 -1.348
N -5.857 -2.518 -0.593
N -3.742 -2.134 -0.422
H -6.773 -2.218 -0.896
H -5.751 -3.433 -0.178
H -2.936 -1.539 -0.555
H -3.753 -2.999 0.099
C -3.891 1.997 1.066
O -4.830 2.657 1.545
N -3.056 2.398 0.142
N -3.713 0.742 1.347
H -2.224 1.831 0.065
H -2.974 3.393 -0.005
H -2.998 0.191 0.892
H -4.440 0.365 1.937
C -1.086 -0.485 5.865
C -1.735 -1.043 4.563
C -0.682 -1.542 3.624
C 0.440 -0.667 3.256
N 1.262 0.098 2.954
H -1.742 0.276 6.286
H -0.090 -0.094 5.654
H -0.951 -1.294 6.584
H -2.248 -0.199 4.101
H -2.444 -1.849 4.756
H -1.146 -1.680 2.648
H -0.198 -2.484 3.885
C 4.351 3.997 0.804
C 2.859 3.735 1.035
C 2.632 2.227 0.754
C 3.031 1.827 -0.640
N 3.316 1.527 -1.697
H 4.912 3.244 1.357
H 4.707 4.961 1.168
H 4.614 3.856 -0.244
H 2.285 4.414 0.404
H 2.468 3.919 2.036
H 1.554 2.067 0.761
H 3.170 1.537 1.403
N 3.049 -3.011 -1.099
C 3.984 -3.972 -1.235
C 4.596 -4.105 0.003
C 4.108 -3.121 0.895
C 3.024 -2.563 0.204
H 2.388 -2.755 -1.818
H 4.092 -4.507 -2.167
H 5.338 -4.880 0.120
H 4.382 -2.996 1.932
H 2.303 -1.819 0.509
*
```

2.
Here is a structure of composition C18H42N3OP2SSn in a non-equilibrium geometry from OMol25. Energies are from ωB97M-V with the def2-TZVPD basis set.

```
! wB97M-V def2-TZVPD RIJCOSX def2/J DEFGRID3
* xyz 3 1
Sn -0.145 0.082 -0.548
P 0.009 -2.183 -1.521
P 0.276 2.462 0.298
N 0.466 0.811 -2.479
C 0.928 -1.574 -2.956
H 1.759 -2.272 -3.071
H 0.256 -1.696 -3.811
C 1.492 -0.145 -2.955
H 2.394 -0.042 -2.336
H 1.705 0.216 -3.967
C 0.698 2.280 -2.472
H -0.277 2.742 -2.691
H 1.385 2.434 -3.305
C 1.282 2.798 -1.148
H 1.343 3.886 -1.184
H 2.290 2.401 -0.965
C 1.062 2.827 1.859
C 1.954 1.782 2.529
H 2.871 1.484 2.010
H 1.455 0.830 2.577
H 2.067 1.994 3.606
C -1.364 3.271 0.133
C -2.368 2.808 1.203
H -3.362 2.712 0.751
H -2.455 3.549 2.008
H -2.109 1.831 1.638
C -1.653 -2.683 -2.009
C -2.278 -3.522 -0.901
H -3.350 -3.633 -1.087
H -2.155 -3.082 0.096
H -1.846 -4.530 -0.908
C 0.980 -3.390 -0.651
C 0.507 -3.746 0.761
H 1.308 -4.326 1.237
H -0.393 -4.373 0.748
H 0.318 -2.861 1.383
C 1.924 -0.347 0.254
O 2.965 -0.591 0.694
C -1.086 4.780 0.169
H -0.052 5.036 0.456
H -1.271 5.230 -0.810
H -1.764 5.265 0.878
C -1.382 -3.462 -3.290
H -1.920 -4.408 -3.255
H -1.698 -2.894 -4.167
H -0.321 -3.709 -3.436
C 1.033 -4.578 -1.602
H 1.673 -5.341 -1.161
H 0.045 -5.028 -1.759
H 1.465 -4.320 -2.575
C 0.015 3.399 2.797
H -0.774 2.683 3.046
H 0.484 3.683 3.737
H -0.437 4.294 2.364
H 1.745 3.598 1.500
H 1.971 -2.918 -0.574
H -1.743 2.971 -0.859
H -2.276 -1.797 -2.214
H -0.477 0.596 -2.829
H -1.923 0.411 -0.777
N 0.871 -0.829 4.204
C -0.120 -0.152 3.606
N -1.100 0.525 4.232
S -0.239 -0.200 1.871
H 0.843 -1.004 5.178
H 1.560 -1.333 3.618
H -1.861 0.875 3.631
H -1.202 0.424 5.202
*
```

3.
Here is a structure of composition C18H43FNO10S2 from OMol25. Energies are from ωB97M-V with the def2-TZVPD basis set.

```
! wB97M-V def2-TZVPD RIJCOSX def2/J DEFGRID3
* xyz -1 1
C 4.917 -0.933 -0.133
C 5.322 -0.912 -1.583
O 5.012 -1.789 -2.345
O 6.009 0.150 -2.067
C 6.800 0.963 -1.192
C 6.400 2.429 -1.327
C 5.196 2.813 -0.455
C 3.834 2.417 -1.052
C 2.846 3.582 -1.179
C 2.517 4.281 0.140
S 1.622 3.284 1.320
O 2.482 2.159 1.646
O 1.314 4.167 2.425
N 0.368 2.852 0.429
S -1.011 2.511 1.176
O -1.852 3.673 1.340
O -0.853 1.658 2.333
C -1.774 1.553 -0.141
C -2.883 0.604 0.305
F -3.583 1.064 1.415
H 4.098 -1.637 -0.035
H 4.647 0.047 0.259
H 5.732 -1.306 0.491
H 7.842 0.843 -1.503
H 6.734 0.635 -0.157
H 7.258 3.063 -1.092
H 6.178 2.586 -2.388
H 5.244 3.887 -0.266
H 5.313 2.306 0.506
H 3.367 1.646 -0.443
H 3.982 1.994 -2.050
H 1.927 3.239 -1.654
H 3.288 4.331 -1.850
H 3.421 4.574 0.676
H 1.938 5.188 -0.028
H -0.996 0.973 -0.635
H -2.171 2.274 -0.853
H -2.495 -0.388 0.533
H -3.617 0.502 -0.496
C -1.692 -2.164 2.898
C -1.711 -1.520 4.273
O -0.508 -0.821 4.537
H -0.845 -2.846 2.812
H -2.613 -2.718 2.702
H -1.579 -1.394 2.135
H -1.804 -2.281 5.050
H -2.567 -0.841 4.359
H -0.430 -0.133 3.863
C -7.186 0.825 -1.660
C -6.586 -0.436 -2.253
O -5.476 -0.893 -1.486
H -6.433 1.612 -1.608
H -8.028 1.180 -2.257
H -7.540 0.640 -0.644
H -6.212 -0.248 -3.259
H -7.342 -1.228 -2.310
H -5.786 -1.076 -0.594
C 6.957 -4.827 3.046
C 7.044 -3.324 3.239
O 6.131 -2.622 2.404
H 7.146 -5.087 2.004
H 7.683 -5.345 3.675
H 5.960 -5.191 3.305
H 8.036 -2.962 2.967
H 6.867 -3.062 4.288
H 5.240 -2.907 2.631
C -9.779 -2.416 -4.719
C -10.216 -2.758 -3.308
O -10.561 -1.586 -2.575
H -8.926 -1.736 -4.694
H -9.497 -3.310 -5.276
H -10.585 -1.915 -5.261
H -9.405 -3.239 -2.762
H -11.067 -3.448 -3.326
H -11.283 -1.155 -3.041
*
```

Quick rundown of HOMO energy, same order as above: -4.318, -17.378, -5.469 eV
Quick rundown of orbital gap, same order as above: 6.7110, 7.9024, 7.4458 eV